w:
A structure of composition C5H13N2O. Source: the Open Molecules 2025 dataset; level of theory: ωB97M-V/def2-TZVPD.

Results
* LUMO: 0.1436 hartree
* orbital gap: 7.30 eV
* E_HOMO: -3.39 eV

Geometry as ORCA input:
```
! RIJCOSX wB97M-V def2-TZVPD def2/J DEFGRID3
* xyz -1 1
C -0.517 0.046 -0.581
N -1.537 -0.800 -0.049
C -2.627 -0.247 0.447
O -2.887 0.911 0.823
C 0.936 -0.438 -0.369
C 1.511 0.322 0.867
C 2.968 0.046 1.206
N 2.063 -0.167 -1.441
H -0.594 0.254 -1.663
H -0.631 1.004 -0.031
H -2.637 0.264 -3.940
H -2.562 0.290 -3.200
H -3.411 -1.044 0.491
H 0.877 -1.438 0.092
H 0.810 0.167 1.689
H 1.489 1.409 0.584
H 3.600 0.478 0.413
H 3.224 -1.015 1.143
H 3.179 0.676 2.072
H 1.281 -0.874 -1.630
H 1.774 0.766 -1.735
*
```



x:
The ion C5H13N2O with charge -1. Source: the Open Molecules 2025 dataset; level of theory: ωB97M-V/def2-TZVPD.

Results
* SMILES string: CN(CCN)CC[O-]
* LUMO: 0.1428 hartree
* orbital gap: 6.59 eV
* E_HOMO: -2.70 eV

Geometry as ORCA input:
```
! RIJCOSX wB97M-V def2-TZVPD def2/J DEFGRID3
* xyz -1 1
N 1.698 -0.406 1.328
C 1.077 -1.211 0.226
C 0.707 -0.595 -1.141
N -0.527 0.260 -1.168
C -0.210 1.087 -2.541
C -0.835 0.970 0.018
C -1.364 -0.038 1.185
O -0.611 -0.186 2.209
H 0.835 -0.272 2.151
H 1.574 0.634 1.120
H 0.201 -1.694 0.800
H 1.749 -2.072 0.036
H 0.587 -1.512 -1.736
H 1.589 -0.135 -1.614
H -0.961 1.694 -2.642
H -0.283 0.274 -3.154
H 0.697 1.564 -2.557
H 0.128 1.519 0.303
H -1.641 1.675 -0.013
H -1.739 -1.016 0.581
H -2.298 0.566 1.440
*
```



According to the calculations, the structures order from most to least stable as w, x.



w:
An isolated molecule of C5H6ClF. Source: the Open Molecules 2025 dataset; level of theory: ωB97M-V/def2-TZVPD.

Results
* SMILES string: C=C(Cl)/C=C(\C)F
* LUMO: 0.0264 hartree
* orbital gap: 9.84 eV
* E_HOMO: -9.13 eV

Geometry as ORCA input:
```
! RIJCOSX wB97M-V def2-TZVPD def2/J DEFGRID3
* xyz 0 1
C -0.711 1.418 0.597
C -0.274 0.946 -0.723
C 0.538 -0.066 -0.993
C 0.871 -1.040 -0.048
C 0.019 -1.915 0.535
H -1.790 1.433 0.590
H -0.381 2.439 0.758
H -0.412 0.762 1.402
H 1.050 -0.017 -1.947
H 0.336 -2.668 1.205
H -1.036 -1.704 0.290
F -0.839 1.675 -1.727
Cl 2.628 -1.262 0.060
*
```



x:
An isolated molecule of C5H6ClF. Source: the Open Molecules 2025 dataset; level of theory: ωB97M-V/def2-TZVPD.

Results
* SMILES string: C=C/C=C\[C@@H](F)Cl
* LUMO: 0.0289 hartree
* orbital gap: 10.58 eV
* E_HOMO: -9.80 eV

Geometry as ORCA input:
```
! RIJCOSX wB97M-V def2-TZVPD def2/J DEFGRID3
* xyz 0 1
C 0.696 -0.245 0.222
C -0.144 1.050 0.094
C -1.413 1.244 -0.120
C -2.497 0.203 -0.335
C -2.571 -0.796 0.586
H 0.553 -0.640 1.256
H 0.550 1.987 0.014
H -1.611 2.263 -0.110
H -3.093 0.134 -1.394
H -3.237 -1.709 0.445
H -1.773 -0.705 1.362
F 0.310 -1.270 -0.585
Cl 2.435 0.080 0.059
*
```



According to the calculations, the structures order from most to least stable as w, x.



w:
A cluster of 2 separate species, CH3BrN2O in total. Source: the Open Molecules 2025 dataset; level of theory: ωB97M-V/def2-TZVPD.

Results
* LUMO (spin up / spin down): -0.0130 / -0.0336 hartree
* orbital gap (spin up / spin down): 9.13 / 7.47 eV
* E_HOMO (spin up / spin down): -9.49 / -8.39 eV

Geometry as ORCA input:
```
! RIJCOSX wB97M-V def2-TZVPD def2/J DEFGRID3
* xyz 0 1
C 1.008 -0.304 -0.011
N 0.815 1.012 0.112
N -1.379 -1.226 -0.103
O 1.914 -1.037 0.229
Br -2.381 0.284 0.058
H -0.056 1.344 -0.142
H 1.208 1.341 0.910
H -1.129 -1.415 -1.053
*
```



x:
A cluster of 2 separate species, CH3BrN2O in total. Source: the Open Molecules 2025 dataset; level of theory: ωB97M-V/def2-TZVPD.

Results
* LUMO (spin up / spin down): -0.0304 / -0.0088 hartree
* orbital gap (spin up / spin down): 7.18 / 8.54 eV
* E_HOMO (spin up / spin down): -8.00 / -8.78 eV

Geometry as ORCA input:
```
! RIJCOSX wB97M-V def2-TZVPD def2/J DEFGRID3
* xyz 0 1
C -0.869 0.870 -0.095
N 1.612 -0.747 0.356
N 0.481 -0.867 -0.049
O 2.335 0.195 0.264
Br -2.529 0.013 0.184
H -0.886 1.297 -1.126
H -0.158 0.950 0.678
H 0.013 -1.713 -0.211
*
```



According to the calculations, the structures order from most to least stable as w, x.